{"formula": "C25H50O23S", "method": "ωB97M-V with the def2-TZVPD basis set", "elements": ["O", "S", "O", "C", "C", "C", "C", "H", "H", "H", "H", "H", "H", "H", "H", "C", "O", "C", "O", "O", "C", "H", "H", "H", "H", "H", "H", "C", "O", "C", "O", "O", "C", "H", "H", "H", "H", "H", "H", "C", "O", "C", "O", "O", "C", "H", "H", "H", "H", "H", "H", "C", "O", "C", "O", "O", "C", "H", "H", "H", "H", "H", "H", "C", "O", "C", "O", "O", "C", "H", "H", "H", "H", "H", "H", "C", "O", "C", "O", "O", "C", "H", "H", "H", "H", "H", "H", "C", "O", "C", "O", "O", "C", "H", "H", "H", "H", "H", "H"], "positions_angstrom": [[-3.086, 2.054, 0.781], [-2.401, 2.440, 2.025], [-1.831, 3.741, 2.254], [-3.491, 1.782, 3.419], [-2.642, 0.833, 4.262], [-1.167, 0.737, 3.789], [-1.076, 1.260, 2.312], [-4.187, 1.184, 2.830], [-4.139, 2.554, 3.833], [-2.781, 1.226, 5.270], [-3.084, -0.162, 4.222], [-0.762, -0.252, 4.003], [-0.637, 1.288, 4.566], [-1.378, 0.420, 1.686], [-0.093, 1.531, 1.925], [5.764, 2.067, -6.530], [5.957, 0.718, -6.796], [5.323, -0.104, -6.007], [4.698, 0.178, -4.975], [5.326, -1.283, -6.544], [4.487, -2.316, -6.010], [6.649, 2.329, -5.950], [4.930, 2.362, -5.893], [5.783, 2.649, -7.451], [4.734, -2.337, -4.948], [4.770, -3.268, -6.460], [3.408, -2.272, -6.155], [-0.873, 4.496, -2.175], [-0.303, 5.351, -1.164], [0.492, 4.719, -0.255], [0.635, 3.488, -0.109], [1.118, 5.594, 0.467], [1.749, 5.122, 1.677], [-1.240, 5.135, -2.978], [-1.769, 4.001, -1.800], [-0.246, 3.666, -2.501], [2.835, 5.137, 1.588], [1.300, 4.172, 1.969], [1.665, 5.806, 2.521], [0.207, -2.921, -4.654], [-0.727, -1.929, -4.414], [-1.941, -1.942, -5.033], [-2.298, -2.751, -5.849], [-2.655, -0.918, -4.591], [-3.957, -0.733, -4.998], [-0.288, -3.890, -4.726], [1.036, -3.000, -3.951], [0.677, -2.858, -5.635], [-4.154, -0.730, -6.070], [-4.313, 0.214, -4.592], [-4.547, -1.578, -4.642], [0.581, -2.822, 6.232], [1.353, -3.067, 5.060], [0.869, -3.101, 3.870], [-0.370, -3.310, 3.669], [1.859, -3.057, 3.022], [1.491, -3.045, 1.563], [-0.480, -3.070, 6.178], [0.812, -1.835, 6.632], [0.945, -3.525, 6.980], [2.447, -3.052, 1.040], [0.859, -2.189, 1.330], [1.010, -3.985, 1.292], [-3.065, -1.862, 1.623], [-4.087, -2.853, 1.794], [-5.261, -2.551, 2.228], [-5.572, -1.442, 2.710], [-6.174, -3.564, 2.018], [-7.568, -3.472, 2.380], [-3.194, -1.462, 0.617], [-2.056, -2.272, 1.584], [-3.154, -0.910, 2.146], [-7.667, -3.865, 3.392], [-8.075, -4.111, 1.658], [-7.840, -2.416, 2.396], [3.060, 1.543, 0.959], [3.107, 1.869, 2.366], [3.270, 0.968, 3.302], [3.516, -0.254, 3.147], [2.920, 1.585, 4.455], [2.917, 0.855, 5.679], [2.433, 0.660, 0.835], [4.112, 1.489, 0.679], [2.654, 2.408, 0.433], [2.949, 1.537, 6.529], [3.701, 0.100, 5.631], [1.945, 0.371, 5.780], [2.259, -0.638, -2.493], [1.210, -1.258, -1.704], [-0.003, -0.705, -1.322], [-0.813, -1.268, -0.546], [-0.139, 0.472, -1.849], [-1.300, 1.212, -1.707], [2.795, -1.402, -3.056], [2.991, -0.119, -1.873], [1.991, 0.088, -3.260], [-1.350, 1.970, -2.489], [-1.151, 1.737, -0.763], [-2.209, 0.610, -1.689]], "e_lumo_ev": 0.44, "smiles": "O=S1(=O)CCCC1.COC(=O)OC.COC(=O)OC.COC(=O)OC.COC(=O)OC.COC(=O)OC.COC(=O)OC.COC(=O)OC", "e_tot_ev": -84659.5334}